(1)
ORCA calculation (the ωB97M-V functional and the def2-TZVPD basis) on an isolated ion of composition C3H10N2 and charge +1.

```
15
Properties=species:S:1:pos:R:3:lowdin_spin:R:1
N 0.007 1.168 -1.967 0.153
C -1.050 0.662 -0.996 0.050
C -0.452 0.459 0.410 0.095
C 0.461 -0.934 0.506 0.098
N 0.797 -1.121 1.893 0.525
H 0.851 0.600 -1.862 0.004
H 0.345 2.080 -1.702 0.002
H -1.989 1.311 -0.837 0.012
H -1.424 -0.311 -1.439 -0.001
H -1.309 0.264 1.177 -0.003
H 0.211 1.321 0.535 0.000
H -0.121 -1.843 0.221 0.003
H 1.133 -1.011 -0.237 0.034
H 0.956 -2.189 2.094 0.015
H 1.584 -0.454 2.205 0.011
```

Values from the calculation:
Charge: +1
Gap between HOMO and LUMO (spin up / spin down) (eV): 11.18 / 4.49
Multiplicity: 2

***

(2)
ORCA calculation (the ωB97M-V functional and the def2-TZVPD basis) on an isolated ion of composition C27H41N8O7 and charge +1.

```
83
Properties=species:S:1:pos:R:3:lowdin_charge:R:1
C 4.635 -2.018 0.658 -0.048
C 4.047 -0.611 0.765 -0.375
C 5.069 0.416 0.283 -0.047
C 2.770 -0.546 -0.081 -0.173
C 1.777 -1.667 0.240 -0.411
O 1.544 -2.543 -0.576 0.041
N 1.177 -1.616 1.438 0.166
C -0.104 -2.248 1.695 -0.209
C -0.003 -3.724 2.132 -0.101
C 0.233 -4.712 0.983 -0.162
C -0.958 -4.943 0.035 -0.147
N -1.266 -3.815 -0.825 0.086
C -0.503 -3.337 -1.806 -0.456
N 0.437 -4.084 -2.392 0.212
N -0.823 -2.156 -2.333 0.224
C -0.782 -1.419 2.779 -0.428
O -0.171 -0.623 3.468 0.077
N -2.103 -1.640 2.995 0.094
C -3.056 -2.117 2.015 -0.050
C -3.096 -1.151 0.820 -0.435
O -2.903 -1.525 -0.326 0.050
N -3.369 0.111 1.182 0.131
C -2.964 1.268 0.412 -0.165
C -2.999 2.501 1.335 -0.006
C -1.814 2.357 2.282 -0.517
O -0.757 2.901 2.120 0.129
O -2.056 1.482 3.256 0.104
C -1.481 1.086 -0.004 -0.414
O -0.805 0.223 0.528 0.097
N -1.033 1.975 -0.881 0.177
C 0.375 2.189 -1.182 -0.172
C 0.496 2.725 -2.619 -0.078
C -0.322 3.976 -2.776 -0.245
C 0.178 5.202 -2.352 -0.034
C -0.592 6.347 -2.447 -0.068
C -1.878 6.280 -2.960 -0.080
C -2.386 5.064 -3.384 -0.075
C -1.613 3.919 -3.290 -0.065
C 1.142 0.863 -1.079 -0.402
O 0.985 0.016 -1.947 0.061
N 2.030 0.721 -0.074 -0.017
C 2.081 1.622 1.060 -0.017
H 3.946 -2.762 1.049 0.076
H 4.853 -2.263 -0.379 0.093
H 5.560 -2.076 1.225 0.087
H 3.817 -0.432 1.821 0.128
H 5.344 0.213 -0.749 0.091
H 5.967 0.360 0.892 0.087
H 4.681 1.428 0.340 0.067
H 3.054 -0.716 -1.129 0.162
H 1.361 -0.843 2.067 0.129
H -0.688 -2.176 0.778 0.118
H -0.910 -4.001 2.673 0.115
H 0.830 -3.807 2.833 0.131
H 1.088 -4.368 0.403 0.091
H 0.483 -5.679 1.423 0.120
H -0.747 -5.820 -0.585 0.122
H -1.858 -5.165 0.611 0.125
H -2.024 -3.191 -0.549 0.102
H 1.099 -3.604 -2.981 0.130
H 0.800 -4.882 -1.900 0.114
H -0.102 -1.607 -2.783 0.105
H -1.527 -1.612 -1.850 0.091
H -2.478 -1.088 3.757 0.151
H -2.790 -3.117 1.665 0.113
H -4.042 -2.169 2.481 0.146
H -3.432 0.289 2.176 0.128
H -3.611 1.392 -0.462 0.166
H -2.882 3.418 0.760 0.136
H -3.938 2.533 1.889 0.137
H -1.239 1.233 3.736 0.131
H -1.655 2.664 -1.287 0.134
H 0.761 2.939 -0.486 0.142
H 1.549 2.930 -2.820 0.137
H 0.160 1.949 -3.308 0.125
H 1.182 5.260 -1.957 0.117
H -0.189 7.294 -2.123 0.108
H -2.477 7.173 -3.036 0.106
H -3.383 5.008 -3.795 0.106
H -2.005 2.976 -3.647 0.117
H 2.565 2.564 0.793 0.103
H 1.082 1.835 1.441 0.068
H 2.655 1.172 1.863 0.092
```

Values from the calculation:
Charge: +1
Gap between HOMO and LUMO (eV): 9.71
SMILES string: CC(C)[C@H]1C(=O)N[C@@H](CCCNC(N)=[NH2+])C(=O)NCC(=O)N[C@@H](CC(=O)O)C(=O)N[C@H](Cc2ccccc2)C(=O)N1C

***

(3)
ORCA calculation (the ωB97M-V functional and the def2-TZVPD basis) on one molecule with the formula C13H18FNO2.

```
35
Properties=species:S:1:pos:R:3:lowdin_charge:R:1
F 3.250 -1.471 1.126 0.076
C 2.503 -2.449 1.682 -0.200
C 3.094 -3.320 2.570 -0.012
C 2.330 -4.322 3.148 -0.096
C 0.991 -4.430 2.824 -0.093
C 0.402 -3.551 1.929 -0.018
C 1.149 -2.539 1.336 -0.203
O 0.689 -1.626 0.448 -0.030
C -0.679 -1.638 0.098 -0.206
C -0.924 -0.494 -0.881 -0.144
C -0.644 0.860 -0.227 -0.204
N -0.670 1.937 -1.198 -0.178
C 0.057 3.111 -0.746 -0.172
C 0.084 4.145 -1.872 -0.199
O -1.218 4.516 -2.262 -0.134
C -1.944 3.384 -2.677 -0.200
C -2.018 2.329 -1.574 -0.171
H 4.141 -3.204 2.800 0.119
H 2.782 -5.010 3.845 0.101
H 0.389 -5.206 3.270 0.103
H -0.645 -3.661 1.696 0.105
H -0.941 -2.596 -0.372 0.131
H -1.299 -1.504 0.997 0.134
H -1.955 -0.556 -1.229 0.109
H -0.259 -0.606 -1.736 0.126
H 0.361 0.819 0.199 0.121
H -1.360 1.033 0.598 0.132
H 1.079 2.821 -0.497 0.125
H -0.413 3.563 0.146 0.131
H 0.580 5.060 -1.545 0.124
H 0.623 3.721 -2.733 0.126
H -2.942 3.739 -2.940 0.125
H -1.466 2.940 -3.563 0.127
H -2.557 1.459 -1.948 0.116
H -2.570 2.745 -0.711 0.131
```

Values from the calculation:
Charge: 0
Gap between HOMO and LUMO (eV): 9.53
SMILES string: Fc1ccccc1OCCCN1CCOCC1

***

(4)
ORCA calculation (the ωB97M-V functional and the def2-TZVPD basis) on C2H7NS as an isolated structure.

```
11
Properties=species:S:1:pos:R:3:lowdin_charge:R:1
S -1.292 -1.526 2.006 0.142
H -2.278 -0.585 2.101 -0.301
C -0.375 0.198 -1.240 -0.085
C 1.525 0.470 0.198 0.049
N 0.324 0.050 0.024 -0.145
H -1.267 0.862 -1.061 0.112
H -0.718 -0.797 -1.558 0.094
H 0.277 0.633 -1.988 0.072
H 2.095 0.924 -0.634 0.094
H 2.029 0.361 1.170 0.098
H -0.322 -0.589 0.981 -0.130
```

Values from the calculation:
Charge: 0
Gap between HOMO and LUMO (eV): 7.75

***

(5)
ORCA calculation (the ωB97M-V functional and the def2-TZVPD basis) on one molecule with the formula C6H4O.

```
11
Properties=species:S:1:pos:R:3:lowdin_charge:R:1
C -0.950 -0.381 -2.764 0.145
C -0.441 -0.237 -1.684 -0.041
C 0.076 -0.112 -0.366 -0.359
C -0.531 -0.404 0.821 -0.029
C 0.296 0.058 1.877 -0.062
C 1.437 0.563 1.306 -0.022
O 1.282 0.383 -0.173 -0.014
H -1.399 -0.543 -3.718 0.033
H -1.499 -0.860 0.896 0.113
H 0.006 0.026 2.927 0.110
H 1.722 1.507 0.879 0.125
```

Values from the calculation:
Charge: 0
Gap between HOMO and LUMO (eV): 9.18
SMILES string: C#Cc1ccco1

***

(6)
ORCA calculation (the ωB97M-V functional and the def2-TZVPD basis) on a 2-piece molecular cluster, C4H6N2O overall.

```
13
Properties=species:S:1:pos:R:3:lowdin_charge:R:1
C 0.784 -1.545 -0.576 -0.049
O 1.057 -0.584 -1.612 -0.100
C 0.153 0.354 -1.779 -0.129
N -0.974 0.471 -1.314 -0.091
N -1.963 1.002 -0.766 0.066
C -0.084 1.359 1.728 -0.018
C 0.872 1.126 2.422 -0.007
H 1.627 -2.236 -0.573 0.093
H 0.698 -1.033 0.388 0.069
H -0.145 -2.078 -0.809 0.095
H -2.807 0.680 -1.254 0.070
H -0.938 1.547 1.100 -0.013
H 1.720 0.938 3.044 0.015
```

Values from the calculation:
Charge: 0
Gap between HOMO and LUMO (eV): 9.29

***

(7)
ORCA calculation (the ωB97M-V functional and the def2-TZVPD basis) on CH4S3 as an isolated structure.

```
8
Properties=species:S:1:pos:R:3:lowdin_charge:R:1
C 0.259 -0.401 0.764 -0.473
S -0.680 -0.731 -2.183 0.278
S -0.210 1.083 -0.234 0.205
S -1.136 2.177 1.132 0.162
H 0.281 -0.038 1.798 0.009
H 1.287 -0.693 0.532 0.037
H -0.346 -1.296 0.573 0.019
H 0.546 -0.101 -2.383 -0.237
```

Values from the calculation:
Charge: 0
Gap between HOMO and LUMO (spin up / spin down) (eV): 6.93 / 7.21

***

(8)
ORCA calculation (the ωB97M-V functional and the def2-TZVPD basis) on C15H25Br3F6N2O6 as an isolated structure.

```
57
Properties=species:S:1:pos:R:3:lowdin_charge:R:1
C 7.627 -1.052 4.695 -0.013
C 8.106 -1.671 5.952 -0.575
O 8.234 -0.946 6.962 0.009
N 8.107 -2.989 6.014 0.001
C 8.289 -3.728 7.257 -0.061
H 6.684 -0.543 4.896 0.088
H 7.219 -1.819 4.036 0.073
H 8.251 -0.245 4.311 0.091
H 8.079 -3.515 5.152 0.135
H 7.972 -4.751 7.052 0.082
H 7.778 -3.304 8.120 0.087
H 9.342 -3.724 7.541 0.083
C -5.713 3.497 -8.612 -0.007
C -4.993 2.478 -7.674 -0.540
O -5.656 1.873 -6.841 0.030
N -3.648 2.493 -7.760 -0.003
C -2.777 1.662 -6.919 -0.061
H -6.548 3.046 -9.149 0.076
H -5.021 3.869 -9.368 0.057
H -6.074 4.386 -8.096 0.077
H -3.241 3.236 -8.311 0.129
H -1.933 2.266 -6.589 0.077
H -2.391 0.927 -7.626 0.078
H -3.135 1.155 -6.023 0.087
C 4.361 -2.332 -2.731 -0.049
C 3.778 -0.897 -2.435 -0.147
O 4.860 -0.070 -2.002 0.039
C 4.803 1.194 -2.075 -0.384
O 3.813 1.810 -2.538 0.096
C 6.033 1.972 -1.498 -0.605
F 6.280 2.948 -2.319 0.211
F 5.784 2.381 -0.279 0.204
F 7.041 1.097 -1.468 0.163
H 4.673 -2.956 -1.894 0.070
H 5.269 -2.304 -3.334 0.074
H 3.594 -2.861 -3.298 0.072
H 3.073 -0.894 -1.603 0.134
H 3.369 -0.527 -3.375 0.125
C -9.532 0.623 3.786 -0.074
C -8.141 0.053 3.709 -0.236
O -8.018 -0.752 2.551 0.036
C -6.855 -1.427 2.461 -0.340
O -5.832 -1.207 3.100 0.140
C -6.762 -2.480 1.309 -0.504
F -6.394 -3.634 1.892 0.161
F -7.938 -2.574 0.632 0.146
F -5.786 -2.092 0.468 0.162
H -9.677 1.231 2.893 0.080
H -9.623 1.334 4.607 0.082
H -10.353 -0.092 3.848 0.083
H -8.095 -0.600 4.580 0.131
H -7.443 0.887 3.787 0.134
C -0.291 1.963 2.551 -1.477
Br 0.637 0.305 3.167 0.491
Br -0.977 1.568 0.717 0.495
Br 0.950 3.523 2.610 0.513
H -1.162 2.207 3.160 -0.025
```

Values from the calculation:
Charge: 0
Gap between HOMO and LUMO (eV): 9.05

***

(9)
ORCA calculation (the ωB97M-V functional and the def2-TZVPD basis) on one molecule with the formula C16H11Cl2N3O3.

```
35
Properties=species:S:1:pos:R:3:lowdin_charge:R:1
O 2.768 1.865 0.283 0.061
C 1.566 1.484 0.338 -0.417
C 0.738 1.855 1.524 -0.114
C 1.439 1.396 2.733 -0.111
N 0.799 0.925 3.713 0.022
O 1.517 0.551 4.887 -0.076
C -0.509 1.037 1.108 -0.124
C -1.663 0.944 1.879 0.008
C -2.759 0.251 1.299 -0.015
C -2.657 -0.402 0.064 -0.249
C -3.683 -1.239 -0.398 -0.106
N -4.916 -1.027 0.052 0.021
O -5.875 -1.959 -0.531 -0.125
C -1.411 -0.381 -0.596 0.079
C -0.353 0.508 -0.135 -0.169
N 0.876 0.820 -0.567 0.036
C 1.562 0.020 -1.473 -0.244
C 1.369 0.224 -2.796 -0.573
Cl 0.092 1.267 -3.394 0.730
C 2.259 -0.360 -3.663 -0.071
C 3.311 -1.271 -3.212 -0.010
C 3.266 -1.535 -1.854 -0.171
C 2.453 -0.965 -1.012 -0.533
Cl 2.574 -1.520 0.673 0.734
H 0.559 2.952 1.382 0.193
H 2.424 1.819 2.838 0.135
H 0.912 0.015 5.502 0.128
H -1.695 1.395 2.864 0.110
H -3.666 0.162 1.958 0.126
H -3.505 -2.144 -1.016 0.142
H -6.668 -1.434 -0.848 0.107
H -1.204 -0.884 -1.552 0.114
H 2.025 -0.332 -4.716 0.099
H 4.034 -1.760 -3.916 0.126
H 4.019 -2.276 -1.421 0.135
```

Values from the calculation:
Charge: 0
Gap between HOMO and LUMO (eV): 8.69
SMILES string: O=C1[C@H](/C=N/O)c2ccc(/C=N/O)cc2N1c1c(Cl)cccc1Cl

***

(10)
ORCA calculation (the ωB97M-V functional and the def2-TZVPD basis) on a 2-piece molecular cluster, C11H15N overall.

```
27
Properties=species:S:1:pos:R:3:lowdin_charge:R:1
C 1.043 0.035 2.144 -0.046
C 0.112 -0.509 1.091 -0.225
C -1.131 -0.096 0.725 -0.100
N -1.439 -0.518 -0.549 0.078
C -0.417 -1.355 -0.996 -0.209
C -0.305 -1.990 -2.220 -0.028
C 0.869 -2.706 -2.383 -0.113
C 1.836 -2.912 -1.373 -0.096
C 1.607 -2.337 -0.112 -0.015
C 0.572 -1.366 0.026 -0.131
H 1.818 -0.671 2.455 0.069
H 0.573 0.589 2.943 0.068
H 1.734 0.730 1.645 0.083
H -1.959 0.337 1.276 0.126
H -2.214 -0.187 -1.099 0.150
H -1.118 -2.058 -2.937 0.109
H 0.972 -3.444 -3.160 0.091
H 2.311 -3.874 -1.475 0.092
H 2.274 -2.414 0.733 0.096
C -0.546 3.002 -0.304 -0.143
C -1.193 3.128 1.118 -0.160
H -0.073 3.927 -0.590 0.048
H 0.112 2.150 -0.391 0.045
H -1.380 2.924 -1.032 0.065
H -0.997 4.104 1.604 0.064
H -0.795 2.428 1.846 0.032
H -2.266 3.085 1.015 0.051
```

Values from the calculation:
Charge: 0
Gap between HOMO and LUMO (eV): 8.68
SMILES string: Cc1c[nH]c2ccccc12.CC

***

(11)
ORCA calculation (the ωB97M-V functional and the def2-TZVPD basis) on C39H40AsBIN8PV as an isolated structure.

```
92
Properties=species:S:1:pos:R:3:lowdin_spin:R:1
V 0.255 -1.220 0.276 0.978
C 3.946 -3.502 -0.654 0.000
C 3.311 -2.360 -0.157 0.002
N 1.993 -2.524 -0.136 0.000
N 1.756 -3.765 -0.614 0.001
C 2.910 -4.371 -0.928 0.001
B 0.345 -4.385 -0.546 0.001
N -0.640 -3.615 -1.455 0.003
C -1.538 -4.131 -2.304 0.002
C -2.423 -3.135 -2.665 0.001
C -1.981 -2.017 -1.958 0.005
N -0.909 -2.314 -1.227 0.010
N -0.148 -4.238 0.904 0.001
C -0.487 -5.181 1.799 0.004
C -0.886 -4.552 2.958 0.000
C -0.760 -3.187 2.673 0.003
N -0.318 -3.012 1.432 -0.002
H 5.000 -3.671 -0.783 0.000
H 3.746 -1.438 0.188 0.000
H 2.913 -5.377 -1.312 0.000
H 0.378 -5.537 -0.880 0.000
H -1.490 -5.168 -2.589 0.000
H -3.259 -3.208 -3.337 0.000
H -2.397 -1.025 -1.923 0.001
H -0.419 -6.226 1.548 0.000
H -1.217 -5.009 3.873 0.000
H -0.959 -2.331 3.299 0.000
C -2.569 4.405 -1.117 -0.001
C -1.994 4.384 0.144 0.000
C -1.695 3.173 0.759 -0.001
C -1.959 1.968 0.115 -0.001
C -2.543 2.005 -1.152 0.000
C -2.851 3.209 -1.764 0.000
P -1.586 0.316 0.830 -0.005
C -3.255 -0.169 1.413 -0.004
C -3.557 -1.529 1.399 -0.001
C -4.777 -1.982 1.881 0.000
C -5.708 -1.078 2.369 0.000
C -5.421 0.281 2.371 0.000
C -4.201 0.734 1.893 -0.001
C -0.565 0.549 2.313 0.009
C -0.886 1.228 3.486 -0.001
C 0.037 1.250 4.520 0.004
C 1.235 0.552 4.383 -0.003
C 1.504 -0.176 3.231 0.002
C 0.625 -0.187 2.143 -0.006
H -2.801 5.349 -1.593 0.000
H -1.778 5.313 0.657 0.000
H -1.248 3.169 1.746 0.000
H -2.767 1.077 -1.665 0.000
H -3.309 3.218 -2.745 0.000
H -2.822 -2.227 1.014 0.000
H -5.001 -3.041 1.870 0.000
H -6.661 -1.429 2.743 0.000
H -6.151 0.989 2.744 0.000
H -3.989 1.797 1.885 0.000
H -1.844 1.725 3.600 0.000
H -0.179 1.787 5.435 0.000
H 1.951 0.563 5.197 0.000
H 2.427 -0.749 3.186 0.000
C 3.434 0.840 -1.133 -0.004
As 1.559 1.005 -0.595 -0.003
C 1.079 2.228 -2.056 0.001
C 1.868 2.353 0.844 0.000
C 2.549 3.616 0.425 0.000
C 1.817 4.703 -0.052 0.000
C 2.447 5.870 -0.454 0.000
C 3.830 5.975 -0.390 0.000
C 4.571 4.905 0.091 0.000
C 3.934 3.741 0.497 0.000
H 3.777 1.790 -1.541 0.000
H 3.512 0.061 -1.886 0.000
H 4.060 0.592 -0.276 0.000
H 1.701 3.119 -2.007 0.000
H 0.031 2.525 -2.009 0.000
H 1.297 1.728 -2.998 0.000
H 2.467 1.819 1.581 0.000
H 0.906 2.552 1.313 0.000
H 0.738 4.624 -0.111 0.000
H 1.856 6.702 -0.819 0.000
H 4.325 6.885 -0.704 0.000
H 5.649 4.980 0.156 0.000
H 4.520 2.915 0.883 0.000
I 0.626 -4.322 -5.570 0.000
C 0.703 -2.519 -4.570 0.000
C -0.170 -1.468 -4.690 0.000
N 0.268 -0.525 -3.834 0.000
N 1.361 -0.905 -3.153 0.001
C 1.634 -2.119 -3.595 0.000
H -1.044 -1.338 -5.304 0.000
H -0.164 0.356 -3.613 0.000
H 2.477 -2.667 -3.203 0.000
```

Values from the calculation:
Charge: 0
Gap between HOMO and LUMO (spin up / spin down) (eV): 7.04 / 6.40
Multiplicity: 2

***

(12)
ORCA calculation (the ωB97M-V functional and the def2-TZVPD basis) on C6H15NO3Sb as an isolated structure.

```
26
Properties=species:S:1:pos:R:3:lowdin_charge:R:1
C 2.909 -0.083 1.237 -0.052
C 2.415 -0.936 -0.073 -0.279
O 2.117 -2.247 0.144 -0.070
O 2.296 -0.431 -1.452 -0.029
C 1.570 0.857 -1.486 -0.349
O 2.247 2.003 -1.244 -0.091
C -0.061 0.996 -1.832 -0.323
Sb -1.017 1.708 0.034 0.723
C -2.258 -0.105 0.283 -0.434
C -1.540 -1.513 -0.152 -0.365
N -1.680 -2.640 0.849 -0.078
H 3.670 -0.774 1.841 0.097
H 3.375 0.965 1.004 0.088
H 1.989 0.080 1.964 0.077
H -0.183 1.785 -2.719 0.079
H -0.470 -0.018 -2.250 0.053
H 0.277 0.955 0.933 -0.085
H -0.010 3.163 -0.046 -0.093
H -2.282 2.543 -0.865 -0.117
H -1.725 2.409 1.497 -0.138
H -2.609 -0.120 1.424 0.051
H -3.243 0.063 -0.353 0.046
H -2.081 -1.887 -1.147 0.100
H -0.399 -1.414 -0.440 0.082
H -2.510 -2.531 1.472 0.050
H -0.799 -2.828 1.376 0.055
```

Values from the calculation:
Charge: -1
Gap between HOMO and LUMO (eV): 7.29

***

What are the maximum force values for these records? In order: 0.116, 0.014, 0.011, 0.039, 0.072, 0.011, 0.026, 0.112, 0.138, 0.050, 0.011, 0.171 Eh/bohr.
What are the E values for these records? In order: -229.41932, -2018.19425, -811.23217, -533.27689, -306.10313, -340.55347, -1234.98251, -9468.72673, -1926.51217, -482.86594, -5791.94800, -758.05947 Ha.